ORCA calculation (ωB97M-V with the def2-TZVPD basis set) on a 3-piece molecular cluster, C18H18BClO9P overall at a distorted geometry.

```
48
Properties=species:S:1:pos:R:3:mulliken_charge:R:1
Cl 2.510 2.362 -2.870 -0.399
P 1.803 1.298 -1.142 0.326
O 2.278 2.356 0.201 -0.545
O 2.699 9.088 -1.911 -0.585
O -2.453 -2.296 0.603 -0.568
O 0.355 -3.241 -0.120 -0.605
O -4.069 -3.372 3.857 -0.548
O -0.020 4.544 -2.394 -0.526
O -5.784 -7.712 1.310 -0.571
O -0.528 -0.989 -0.337 -0.201
O 6.145 -0.099 0.026 -0.557
C 1.962 -1.696 -1.357 -0.523
C -3.962 -4.719 1.927 -0.144
C 5.387 -1.007 -0.597 0.009
C -0.084 6.894 -2.232 -0.402
C 0.606 5.590 -2.283 0.508
C -1.429 -1.427 0.759 0.552
C -1.177 -0.747 2.259 -0.694
C 0.600 8.036 -2.109 -0.357
C 2.079 5.596 -2.195 0.163
C -4.392 -5.811 1.288 -0.436
C -4.464 -4.370 3.271 0.331
C -5.461 -5.273 3.879 -0.356
C 2.074 8.042 -2.021 0.367
C 2.763 6.738 -2.072 -0.577
C -5.389 -6.714 1.897 0.388
C -5.892 -6.365 3.240 -0.367
C 0.553 -1.968 -0.565 0.502
C 4.244 -0.390 -1.648 -0.395
B 2.772 -0.332 -0.862 0.228
H -5.820 -5.002 4.865 0.402
H 3.845 6.759 -2.005 0.414
H -0.346 0.086 2.111 0.214
H 0.110 9.001 -2.070 0.390
H 1.823 -1.637 -2.536 0.275
H -1.165 6.873 -2.299 0.409
H -4.034 -6.082 0.303 0.440
H 2.105 1.902 1.080 0.274
H 2.570 4.631 -2.235 0.137
H 2.704 -2.602 -1.128 0.132
H -2.225 -0.250 2.547 0.287
H 5.566 -2.153 -0.431 0.251
H -6.622 -7.038 3.674 0.394
H -0.842 -1.552 3.068 0.257
H 4.614 0.655 -2.025 0.207
H -3.231 -4.047 1.494 0.513
H 3.044 -0.356 0.306 -0.208
H 4.180 -1.202 -2.520 0.192
```

Calculated values
Kohn-Sham gap: 4.679 eV
lowest unoccupied orbital energy: 0.00616 Eh
total charge: -1
HOMO level: -4.51 eV


ORCA calculation (ωB97M-V with the def2-TZVPD basis set) on C18H18CaN4Se as an isolated structure at a distorted geometry.

```
42
Properties=species:S:1:pos:R:3:mulliken_charge:R:1
Se 1.185 -4.138 -0.652 -1.112
Ca 0.282 -1.920 -0.017 0.927
N 2.103 -0.200 -0.042 -0.390
N -1.065 -1.950 1.960 -0.243
N -0.303 0.708 0.900 0.844
N -0.693 -0.332 -1.909 -0.378
C 2.773 1.900 -0.807 -0.696
C 3.794 1.368 -1.555 -0.283
C 0.765 1.694 0.675 -1.649
C -1.431 0.935 0.028 -0.999
C 3.958 -0.024 -1.616 -0.820
C -0.447 1.941 -3.505 -0.437
C -1.635 -3.114 2.266 -0.090
C -0.887 2.008 -2.193 -0.256
C -3.075 -2.022 3.781 -0.368
C -0.713 0.480 2.293 -1.075
C 1.913 1.086 -0.067 1.233
C -0.176 0.699 -4.029 -0.509
C -2.626 -0.814 3.373 -0.652
C -1.089 0.866 -1.426 0.486
C -0.246 -0.368 -3.219 -0.304
C -1.491 -0.821 2.561 0.542
C -2.627 -3.174 3.237 -0.636
C 3.096 -0.743 -0.779 -0.010
H 2.586 2.980 -0.878 0.323
H -1.359 1.267 2.647 0.260
H 0.408 2.583 0.164 0.193
H 1.177 2.047 1.646 0.589
H -1.874 1.901 0.218 0.396
H -3.889 -2.108 4.486 0.392
H -3.035 0.173 3.613 0.354
H -0.060 -1.366 -3.621 0.444
H 0.184 0.315 2.885 0.463
H -1.124 3.001 -1.740 0.311
H 4.478 2.069 -2.077 0.361
H -1.226 -3.984 1.736 0.367
H -0.405 2.915 -4.130 0.303
H 0.193 0.518 -5.026 0.410
H 4.639 -0.580 -2.237 0.458
H 3.105 -1.818 -0.704 0.393
H -3.043 -4.136 3.505 0.385
H -2.119 0.160 0.256 0.473
```

Calculated values
Kohn-Sham gap: 4.759 eV
lowest unoccupied orbital energy: -0.00637 Eh
total charge: 0
HOMO level: -4.93 eV


ORCA calculation (ωB97M-V with the def2-TZVPD basis set) on C18H18CdClO5 as an isolated structure at a distorted geometry.

```
43
Properties=species:S:1:pos:R:3:mulliken_charge:R:1
Cd -0.142 -0.638 1.135 1.187
Cl 3.886 -4.272 2.511 0.854
O 1.253 -2.352 1.686 -0.962
O 4.433 -2.873 2.604 -0.617
O -0.294 0.376 -0.783 -0.475
O 3.451 -4.553 1.101 -0.610
O 2.738 -4.460 3.451 -0.590
C 1.335 0.274 2.645 -1.622
C 0.818 -3.269 0.747 0.409
C -0.669 -2.868 0.420 -1.333
C 3.230 -0.363 1.434 -0.315
C 2.352 -0.789 2.480 0.326
C -0.783 -2.541 -0.919 0.021
C -3.950 2.208 -2.821 -0.536
C 0.507 -2.706 -1.552 -0.646
C 1.727 1.352 1.797 -0.247
C 0.021 1.663 -1.202 -0.923
C -2.196 2.848 -1.222 1.032
C -3.025 3.951 -0.824 -0.545
C 1.424 -3.145 -0.634 -0.451
C -4.206 4.229 -1.493 -0.415
C -2.735 1.944 -2.210 -0.399
C 2.871 0.942 1.050 -0.696
C -4.675 3.368 -2.500 -0.384
C -0.927 2.688 -0.698 -0.390
H -2.157 1.046 -2.451 0.159
H 1.214 2.308 1.708 0.531
H -4.340 1.508 -3.562 0.351
H -1.452 -2.996 1.169 0.566
H 2.461 -3.430 -0.784 0.502
H 4.043 -0.961 1.035 0.556
H 2.586 -1.521 3.239 0.504
H 0.674 -2.520 -2.616 0.387
H -5.603 3.594 -3.026 0.340
H -0.594 3.311 0.130 0.206
H 3.390 1.564 0.323 0.441
H -4.776 5.122 -1.235 0.336
H -0.121 1.598 -2.294 0.504
H -1.686 -2.193 -1.423 0.382
H 1.045 1.977 -0.930 0.177
H -2.673 4.581 -0.003 0.322
H 0.573 0.309 3.428 0.630
H 0.969 -4.309 1.089 0.432
```

Calculated values
Kohn-Sham gap (spin up / spin down): 6.435 / 6.292 eV
lowest unoccupied orbital energy (spin up / spin down): 0.06008 / 0.05540 Eh
total charge: -1
HOMO level (spin up / spin down): -4.80 / -4.78 eV


ORCA calculation (ωB97M-V with the def2-TZVPD basis set) on C18H18Cl5GeI2NO4Y as an isolated structure at a distorted geometry.

```
50
Properties=species:S:1:pos:R:3:mulliken_spin:R:1
I -2.103 2.372 -0.647 0.006
I 0.973 2.229 0.981 0.414
Y -0.551 -0.696 0.030 -0.001
Ge -2.564 -3.210 -0.209 0.000
Cl -4.038 -4.317 1.033 0.000
Cl 6.761 -3.113 -0.894 0.000
Cl -0.827 -2.987 1.514 0.001
Cl -3.234 -0.982 0.501 0.000
Cl 3.900 0.439 1.980 0.000
O 1.603 -0.791 0.636 -0.008
O 2.416 1.070 -2.319 0.001
O -1.656 -0.834 -2.252 0.000
O 0.489 -2.556 -1.217 0.001
N 0.334 0.141 -1.984 0.000
C 3.945 -0.863 0.813 -0.001
C -0.631 -0.349 -2.770 -0.001
C -0.751 3.384 0.606 -0.007
C -0.340 0.597 3.286 0.257
C -0.321 -0.241 -4.241 0.000
C 1.403 0.572 -2.750 0.003
C -0.167 0.509 4.731 0.017
C 2.715 -1.317 0.276 -0.002
C -1.542 0.234 5.367 0.018
C 5.210 -2.448 -0.461 0.001
C 0.386 1.852 5.246 0.023
C 2.813 -2.383 -0.652 0.001
C 5.155 -1.396 0.460 0.000
C -0.523 0.550 2.058 0.245
C 1.649 -2.945 -1.299 0.001
C 0.813 -0.625 5.054 0.034
C 4.055 -2.940 -1.003 0.000
C 1.103 0.314 -4.231 0.000
H -0.308 2.667 5.037 -0.001
H -1.420 0.174 6.450 0.004
H 1.783 -0.448 4.588 -0.004
H 0.520 1.778 6.327 0.005
H 6.063 -1.003 0.896 0.000
H -0.443 -1.212 -4.720 0.000
H 4.093 -3.758 -1.712 0.000
H -2.245 1.032 5.132 -0.002
H -1.045 0.436 -4.697 0.000
H -1.237 3.569 1.556 0.002
H 0.429 -1.578 4.692 -0.006
H -0.430 4.305 0.133 0.012
H 1.229 1.237 -4.794 0.000
H 1.850 -3.814 -1.946 0.000
H 0.946 -0.686 6.136 0.000
H 1.351 2.084 4.794 -0.004
H 1.846 -0.394 -4.600 0.000
H -1.953 -0.708 5.005 -0.004
```

Calculated values
2S+1: 2
Kohn-Sham gap (spin up / spin down): 7.518 / 5.754 eV
lowest unoccupied orbital energy (spin up / spin down): -0.02717 / -0.09229 Eh
ΔE to the lowest compared entry with this formula, charge and spin: 7.13 kcal/mol
total charge: 0
HOMO level (spin up / spin down): -8.26 / -8.27 eV


ORCA calculation (ωB97M-V with the def2-TZVPD basis set) on an isolated molecule of C18H18ClN3O2S at a distorted geometry.

```
43
Properties=species:S:1:pos:R:3:mulliken_charge:R:1
Cl 4.106 3.232 0.729 -0.211
S 1.228 -1.032 -1.032 1.352
O 0.294 0.035 -1.308 -0.864
O 1.504 -1.963 -2.082 -0.767
N -2.370 0.019 -0.289 0.437
N 0.794 -1.893 0.330 0.156
N -4.011 -0.641 1.068 -0.883
C -4.397 0.523 0.453 0.410
C -2.820 -0.907 0.610 -0.237
C 0.076 -3.128 0.083 -1.052
C 4.009 1.561 0.327 0.148
C -3.477 2.107 -1.172 -0.733
C 3.858 -1.130 -0.318 -0.600
C 0.272 -1.062 1.407 -0.694
C -5.570 1.262 0.562 -0.690
C -3.364 0.954 -0.413 0.432
C 2.813 1.038 -0.146 -0.352
C -5.675 2.409 -0.196 -0.414
C 2.760 -0.304 -0.460 0.154
C -4.649 2.825 -1.048 -0.488
C 5.046 -0.595 0.153 -0.600
C -2.032 -2.097 1.055 0.880
C 5.125 0.749 0.478 -0.462
C -0.952 -1.684 2.073 -1.452
C -1.414 -2.871 -0.131 -0.818
H -0.644 -2.562 2.642 0.363
H -2.681 2.423 -1.830 0.439
H -1.928 -3.822 -0.270 0.334
H 3.767 -2.169 -0.588 0.430
H -2.748 -2.732 1.585 0.485
H -1.526 -2.298 -1.054 0.334
H 1.069 -0.921 2.149 0.347
H 0.249 -3.803 0.925 0.388
H 0.017 -0.080 0.998 0.589
H -6.573 3.006 -0.135 0.371
H 6.047 1.172 0.845 0.426
H -4.779 3.731 -1.622 0.385
H -1.377 -0.965 2.775 0.485
H 0.519 -3.564 -0.813 0.562
H 5.916 -1.223 0.267 0.394
H -1.477 0.039 -0.767 0.032
H 1.940 1.656 -0.283 0.551
H -6.362 0.940 1.219 0.433
```

Calculated values
Kohn-Sham gap: 8.358 eV
lowest unoccupied orbital energy: 0.00583 Eh
ΔE to the lowest compared entry with this formula, charge and spin: 0.00 kcal/mol
total charge: 0
SMILES: O=S(=O)(c1cccc(Cl)c1)N1CCC(c2nc3ccccc3[nH]2)CC1
HOMO level: -8.20 eV


ORCA calculation (ωB97M-V with the def2-TZVPD basis set) on a 2-piece molecular cluster, C18H18ClNO2S overall at a distorted geometry.

```
41
Properties=species:S:1:pos:R:3:mulliken_charge:R:1
Cl -5.630 -3.177 2.353 -0.187
S -0.874 0.563 -0.661 1.238
O -2.193 1.113 -0.908 -0.792
O -0.683 -0.864 -0.845 -0.649
N -0.183 1.096 0.640 -0.542
C 0.015 -1.396 2.164 0.693
C -0.155 2.529 -2.495 -0.515
C -1.797 -2.853 1.326 -0.027
C -2.351 -0.956 2.752 -0.081
C 1.100 -2.134 1.636 -0.762
C 2.305 -1.583 2.036 -0.421
C 2.707 2.999 -4.952 -1.319
C 0.148 1.272 -1.966 -0.150
C -3.111 -3.293 1.401 -1.064
C 2.093 -0.451 3.003 -0.781
C -3.668 -1.388 2.820 -1.056
C 1.855 2.418 -3.859 0.921
C -1.371 -1.718 2.060 0.982
C 1.285 0.571 -2.383 -0.454
C -4.037 -2.581 2.179 0.536
C 0.531 -0.265 2.979 -0.514
C 0.722 3.112 -3.408 -0.536
C 2.149 1.168 -3.299 -0.662
H 2.111 3.169 -5.857 0.307
H 2.398 -0.714 4.025 0.329
H 0.523 4.116 -3.783 0.345
H 3.294 -1.942 1.760 0.433
H -4.405 -0.822 3.379 0.396
H -2.057 -0.016 3.219 0.416
H -0.314 2.112 0.645 0.138
H 0.291 0.666 2.423 0.135
H 3.138 3.966 -4.668 0.310
H 3.067 0.656 -3.598 0.243
H 1.489 -0.425 -2.001 0.421
H -3.422 -4.186 0.868 0.390
H 3.516 2.307 -5.202 0.339
H 0.961 -3.017 1.014 0.366
H 0.087 -0.212 3.980 0.520
H -1.061 3.053 -2.205 0.427
H 2.602 0.478 2.732 0.339
H -1.077 -3.372 0.694 0.288
```

Calculated values
Kohn-Sham gap: 5.212 eV
lowest unoccupied orbital energy: -0.08440 Eh
ΔE to the lowest compared entry with this formula, charge and spin: 83.19 kcal/mol
total charge: 0
HOMO level: -7.51 eV